No. 1
{
  "formula": "C16H15BBr12O4",
  "method": "the ωB97M-V functional and the def2-TZVPD basis",
  "largest_force_ev_per_a": 7.2,
  "gap_ha": 0.2518,
  "e_tot_ev": -866207.8139,
  "charge": 0,
  "species": ["C", "C", "O", "B", "O", "C", "C", "C", "C", "C", "C", "C", "O", "C", "C", "C", "O", "H", "H", "H", "H", "H", "H", "H", "H", "H", "H", "H", "C", "Br", "Br", "Br", "H", "C", "Br", "Br", "Br", "H", "C", "Br", "Br", "Br", "H", "C", "Br", "Br", "Br", "H"],
  "coordinates": [[-4.75778, -0.75949, -2.32471], [-3.35451, -0.66966, -1.61655], [-2.89506, -1.94342, -1.12194], [-1.80004, -1.81611, -0.23636], [-1.67792, -2.61449, 0.91442], [-0.65882, -0.71200, -0.54705], [0.54865, -0.95438, -1.33659], [1.47230, 0.16667, -1.56825], [1.25673, 1.49648, -1.05550], [0.07189, 1.73657, -0.22474], [-0.83918, 0.63553, -0.00047], [-0.24619, 3.10398, 0.41824], [-1.25117, 3.23062, 1.18148], [0.72977, 4.26399, 0.09057], [1.83109, 4.05995, -0.67707], [2.19010, 2.70122, -1.31849], [3.16085, 2.61006, -2.03481], [-5.53739, -1.16698, -1.63656], [-4.65680, -1.33816, -3.27706], [-5.03659, 0.29365, -2.61354], [-2.65529, -0.19399, -2.36219], [-3.44025, 0.04365, -0.74805], [-2.43426, -2.43045, 1.50276], [0.74002, -1.97359, -1.74079], [2.38195, -0.04498, -2.17814], [-1.74796, 0.82788, 0.61675], [0.48769, 5.26724, 0.51019], [2.50379, 4.92767, -0.88334], [0.74400, 4.48884, 4.18231], [0.41238, 3.78543, 5.96299], [-0.11476, 3.41841, 2.77035], [0.24834, 6.35280, 4.04656], [1.81806, 4.43236, 4.01875], [-1.15471, -5.49732, -2.52538], [-0.10226, -3.90345, -2.19377], [-0.38860, -7.05041, -1.66985], [-3.00701, -5.24899, -2.03950], [-1.12790, -5.67807, -3.59525], [2.17638, -9.00251, -4.59507], [1.00597, -7.53081, -5.04657], [1.25916, -10.35607, -3.56285], [3.02771, -9.74744, -6.16257], [2.96330, -8.60104, -3.96562], [3.67870, 6.32277, 7.76917], [2.48035, 7.82844, 7.58322], [3.05327, 5.06639, 9.09915], [4.01421, 5.46089, 6.07101], [4.62781, 6.71233, 8.12072]],
  "forces_ev_per_a": [[0.8226, 0.3344, 0.1787], [-0.9919, 1.1019, -0.6577], [0.8374, 0.9380, 1.3341], [-0.0965, -0.5999, -0.5262], [-0.6164, 1.3194, -0.7229], [1.7482, 1.5569, -0.3759], [-0.6184, 2.6757, 1.1746], [-0.7348, -0.4354, 0.2845], [-1.4132, -0.4222, 0.8785], [0.0286, -1.3577, -0.3184], [0.7475, -0.3182, -0.5779], [-0.6106, -0.7137, -1.4718], [-0.8354, -1.0951, -6.6728], [-0.3970, -0.7521, -0.1874], [-0.6908, -0.1445, 0.2812], [-0.4861, -0.2161, 0.1652], [-0.3183, 0.0414, 0.3151], [0.6275, 0.1760, -0.7160], [-0.2890, 0.2452, 0.9384], [0.1912, -1.0196, 0.3377], [-0.3299, -0.7058, 0.8056], [-0.0029, -0.5884, -0.8730], [0.2673, -0.6592, -0.3598], [0.2648, 1.7029, 0.4227], [-0.8185, 0.4119, 0.5860], [0.9108, -0.0198, -0.5096], [0.1653, -0.9954, -0.3467], [-0.4863, -1.0742, 0.0398], [0.4419, -0.8494, 0.6961], [0.0593, 0.1944, -0.0516], [3.0864, 2.2838, 6.1047], [-0.0004, -0.2966, -0.0581], [-0.1213, 0.1280, 0.1271], [-0.0806, -0.1966, -0.0304], [-0.4656, -0.9210, -0.1972], [-0.1409, 0.2390, 0.0699], [0.3064, -0.0292, -0.0473], [0.0319, 0.0412, 0.1478], [0.0421, -0.0180, 0.0828], [0.1681, -0.1752, -0.1660], [0.0924, 0.1822, -0.1608], [-0.1588, 0.0991, 0.1997], [-0.1251, -0.0460, -0.0914], [-0.0399, 0.0270, 0.0436], [0.1264, -0.2384, 0.0032], [0.0558, 0.1578, -0.2022], [-0.0185, 0.0991, 0.1714], [-0.1348, -0.0676, -0.0675]],
  "mulliken_charge": [-1.23, -0.03, -0.37, 0.77, -0.55, 0.56, -0.71, -0.95, 0.35, 0.18, 0.08, 0.25, -0.63, -0.33, -0.58, 0.39, -0.57, 0.31, 0.30, 0.36, 0.24, 0.19, 0.32, -0.01, 0.38, 0.40, 0.47, 0.38, -0.34, -0.07, 0.18, -0.06, 0.24, -0.29, 0.11, 0.01, -0.03, 0.28, -0.33, 0.02, -0.01, -0.03, 0.36, -0.33, 0.00, -0.01, 0.00, 0.34]
}


No. 2
{
  "formula": "C4H13N3",
  "method": "the ωB97M-V functional and the def2-TZVPD basis",
  "largest_force_ev_per_a": 1.4,
  "gap_ha": 0.3535,
  "e_tot_ev": -8812.4280,
  "e_above_lowest_kcal_mol": 26.50,
  "charge": 2,
  "smiles": "N/C=C(\\[NH3+])CC[NH3+]",
  "species": ["N", "C", "C", "N", "C", "C", "N", "H", "H", "H", "H", "H", "H", "H", "H", "H", "H", "H", "H", "H"],
  "coordinates": [[1.74869, -2.39964, -0.73455], [1.08657, -1.24206, -0.96401], [0.91688, -0.22968, -0.08677], [1.62068, -0.22376, 1.20728], [-0.09477, 0.86286, -0.34333], [-1.43693, 0.62552, 0.39564], [-2.50104, 1.57440, -0.13167], [1.81094, -3.05721, -1.49891], [2.42842, -2.53869, -0.00637], [0.56551, -1.21986, -1.90950], [1.61206, -1.12800, 1.68486], [1.19323, 0.47451, 1.82429], [2.60826, 0.06897, 1.15628], [-0.31354, 0.79642, -1.40789], [0.24582, 1.85994, -0.06758], [-1.79925, -0.37688, 0.17412], [-1.38788, 0.75338, 1.47264], [-2.15465, 2.52283, -0.29941], [-2.88130, 1.22259, -1.01333], [-3.26770, 1.65433, 0.54821]],
  "forces_ev_per_a": [[0.0246, 0.2312, -0.6312], [0.3133, -0.7857, 1.0978], [-0.5985, 0.4136, -0.7875], [0.3121, 0.4369, 0.2087], [-0.3752, -0.4585, 0.6227], [0.1977, -0.2028, -0.5835], [-0.0169, -0.0923, 0.4067], [0.1049, 0.0135, 0.1409], [0.0111, 0.0287, 0.0033], [-0.0974, 0.1590, -0.0411], [-0.1779, -0.0979, 0.1569], [0.0172, -0.2949, 0.1343], [-0.0620, -0.1120, -0.2639], [0.1579, 0.3901, -0.1165], [0.3027, 0.1709, -0.3231], [-0.0677, 0.0016, 0.1442], [0.0071, 0.1202, 0.0668], [0.0926, 0.0093, 0.0225], [-0.1140, 0.0991, 0.0030], [-0.0318, -0.0299, -0.2609]],
  "mulliken_charge": [-0.39, -0.16, -0.13, -0.25, -0.95, -0.47, -0.29, 0.25, 0.18, 0.34, 0.36, 0.38, 0.37, 0.44, 0.48, 0.35, 0.40, 0.35, 0.39, 0.37]
}


No. 3
{
  "formula": "C4H12",
  "method": "the ωB97M-V functional and the def2-TZVPD basis",
  "largest_force_ev_per_a": 2.4,
  "gap_ha": 0.4571,
  "e_tot_ev": -4341.5861,
  "e_above_lowest_kcal_mol": 21.73,
  "charge": 0,
  "smiles": "CC.CC",
  "species": ["C", "C", "H", "H", "H", "H", "H", "H", "C", "C", "H", "H", "H", "H", "H", "H"],
  "coordinates": [[-1.18400, -1.76044, -1.14251], [0.17276, -2.26632, -0.58837], [-1.53551, -2.61672, -1.66183], [-1.86861, -1.70407, -0.28939], [-1.24489, -0.84022, -1.70188], [-0.04378, -3.21551, -0.07968], [0.62460, -2.68538, -1.50784], [0.73925, -1.68155, 0.12024], [-0.06729, 1.74052, 0.41291], [1.01543, 2.42474, 1.22939], [-0.82688, 2.50547, 0.22377], [0.46436, 1.41119, -0.46949], [-0.44986, 0.95497, 1.05204], [1.95681, 1.88961, 1.30938], [0.68079, 2.55988, 2.29051], [1.56682, 3.28384, 0.80274]],
  "forces_ev_per_a": [[0.1310, -0.3302, 2.4085], [-1.0600, -1.4541, -1.3887], [-0.6121, -0.3766, -1.1282], [-0.1436, 0.4637, -0.1267], [0.3659, 0.1064, -0.2614], [-0.1660, 0.2604, 0.2957], [1.1252, 0.8495, 0.6840], [0.3636, 0.5041, -0.4743], [1.0988, 1.2665, 0.5904], [1.3418, 0.4275, 1.4020], [-0.1307, -0.5332, -0.3634], [-0.7408, -0.4776, -0.5286], [-0.3076, -0.4158, -0.4632], [-0.1745, -1.3794, 0.2495], [0.3906, 0.5172, -0.9551], [-1.4817, 0.5716, 0.0595]],
  "mulliken_charge": [-0.95, -0.82, 0.38, 0.25, 0.29, 0.28, 0.25, 0.31, -0.60, -1.06, 0.32, 0.21, 0.20, 0.33, 0.27, 0.33]
}


No. 4
{
  "formula": "C16H17FN2PdS2Si",
  "method": "the ωB97M-V functional and the def2-TZVPD basis",
  "s_squared": 2.02,
  "largest_force_ev_per_a": 1.0,
  "gap_ha": [0.3117, 0.2121],
  "e_tot_ev": -55594.2119,
  "e_above_lowest_kcal_mol": 7.89,
  "charge": 0,
  "multiplicity": 3,
  "species": ["Pd", "S", "C", "N", "C", "C", "C", "C", "C", "C", "S", "H", "H", "H", "H", "C", "Si", "C", "C", "N", "C", "C", "C", "C", "C", "C", "F", "H", "H", "H", "H", "H", "H", "H", "H", "H", "H", "H", "H", "H"],
  "coordinates": [[0.19386, -0.77844, 0.61550], [-0.16367, -2.45963, -1.20557], [1.36552, -1.79782, -1.54825], [1.76101, -0.69598, -0.95470], [3.06504, -0.36070, -1.24824], [3.74889, 0.74562, -0.75048], [5.05656, 0.95239, -1.14681], [5.67997, 0.07292, -2.03284], [5.00565, -1.02131, -2.54738], [3.69256, -1.23154, -2.15247], [2.58554, -2.51070, -2.59079], [3.23050, 1.41095, -0.07136], [5.60244, 1.80916, -0.77439], [6.71014, 0.24397, -2.31708], [5.49040, -1.70337, -3.23363], [2.29405, -0.94797, 2.98093], [0.44065, -0.83151, 3.37991], [0.18084, -0.37885, 5.18981], [-0.32124, -2.52747, 2.97435], [-0.27080, 0.27155, 2.24958], [-0.94348, 1.45700, 2.23223], [-1.32092, 2.15309, 3.39780], [-1.97866, 3.36617, 3.33866], [-2.30312, 3.94776, 2.12090], [-1.95778, 3.29340, 0.94643], [-1.30486, 2.08987, 1.02716], [-0.99170, 1.46346, -0.13153], [2.79262, -1.66668, 3.63669], [2.79869, 0.01379, 3.09401], [2.44387, -1.28322, 1.95077], [0.62883, -1.12891, 5.84437], [-0.88332, -0.31878, 5.42688], [0.64189, 0.58396, 5.41948], [0.07509, -3.30481, 3.63154], [-0.09083, -2.83361, 1.94588], [-1.40696, -2.51108, 3.08022], [-1.07105, 1.71709, 4.35542], [-2.24797, 3.86776, 4.25937], [-2.82117, 4.89564, 2.08125], [-2.18856, 3.70416, -0.02742]],
  "forces_ev_per_a": [[-0.7721, 0.3118, -0.1029], [-0.1562, -0.0407, 0.1405], [0.5891, -0.0271, -0.3495], [-0.0662, -0.1931, 0.0535], [0.2330, 0.0642, -0.1930], [-0.1178, -0.0807, 0.0107], [-0.0669, 0.0228, 0.0137], [0.0973, -0.0349, -0.0364], [0.0105, -0.0443, -0.0394], [-0.1770, -0.0023, 0.1544], [-0.0690, 0.1694, 0.0978], [0.0914, 0.0444, 0.0145], [0.0015, -0.0149, 0.0234], [-0.0222, 0.0085, -0.0265], [0.0234, 0.0323, -0.0033], [-0.3631, 0.0757, 0.2701], [0.4653, -0.5960, 0.5996], [-0.0223, -0.0364, -0.2918], [0.0810, 0.4378, 0.1199], [0.3513, -0.1316, -0.7539], [-0.3284, 0.4262, 0.1710], [0.0740, -0.1713, -0.0336], [-0.0478, 0.0996, 0.1332], [0.0232, -0.0424, -0.0547], [-0.0558, 0.1281, 0.0903], [0.1788, -0.2891, 0.0093], [0.0258, -0.0404, -0.0711], [-0.0258, -0.0053, 0.0142], [-0.0288, 0.0209, -0.0105], [0.0296, -0.0009, 0.0060], [0.0193, -0.0264, -0.0436], [0.0108, -0.0057, 0.0367], [0.0017, -0.0115, 0.0239], [0.0683, 0.0375, 0.0143], [-0.0314, -0.0864, 0.0292], [-0.0050, 0.0121, -0.0038], [-0.0437, 0.0421, -0.0210], [0.0204, -0.0150, 0.0018], [-0.0018, 0.0015, 0.0059], [0.0054, -0.0386, 0.0010]],
  "mulliken_charge": [0.18, -0.38, 0.50, -0.37, -0.38, -0.35, -0.59, -0.44, -0.46, 0.79, -0.23, 0.43, 0.37, 0.37, 0.38, -0.93, 0.14, -1.17, -1.01, 0.13, 0.53, -0.10, -0.87, -0.32, -0.80, 0.52, -0.26, 0.35, 0.29, 0.27, 0.36, 0.35, 0.35, 0.31, 0.35, 0.32, 0.16, 0.40, 0.38, 0.43]
}


No. 5
{
  "formula": "C6H8N2",
  "method": "the ωB97M-V functional and the def2-TZVPD basis",
  "largest_force_ev_per_a": 4.4,
  "gap_ha": [0.2811, 0.2812],
  "e_tot_ev": -9322.9815,
  "e_above_lowest_kcal_mol": 201.23,
  "charge": 0,
  "species": ["C", "C", "C", "C", "C", "C", "N", "N", "H", "H", "H", "H", "H", "H", "H", "H"],
  "coordinates": [[1.71201, 0.27291, 0.47689], [-1.96127, 0.09088, -0.63376], [1.08322, -0.72366, 0.54407], [-1.40897, -0.91536, -0.22504], [2.52332, 1.54641, 0.37304], [-2.83073, 1.23612, -0.92797], [0.61061, -2.90242, 0.63312], [0.27161, -1.69892, 0.91310], [3.12679, 1.28909, -0.50290], [1.95586, 2.43121, 0.18484], [3.20676, 1.69057, 1.30330], [-2.21925, 2.05968, -1.05135], [-3.44833, 0.91859, -1.69922], [-3.29949, 1.51585, -0.04968], [0.00899, -3.61601, 1.04945], [0.66886, -3.19496, -0.38791]],
  "forces_ev_per_a": [[1.7365, 3.5502, 0.2276], [0.1221, -0.6954, 0.8797], [-0.4994, -0.6359, 0.0095], [1.6919, -0.5515, 0.8974], [1.1389, -2.5071, 0.9700], [1.7956, -2.0263, 0.7066], [-0.3437, -3.5959, -2.5965], [-3.0106, 1.6997, -0.0888], [0.4355, 0.8074, 0.1559], [-0.5708, 0.3691, -0.0272], [-1.2455, -0.2850, -1.6563], [1.1870, 1.8462, -1.4481], [-1.4061, 0.3634, -1.5289], [-1.7619, 0.0803, 1.7371], [0.1142, 0.6384, 0.3818], [0.6163, 0.9424, 1.3803]],
  "mulliken_charge": [0.14, 0.29, 0.33, -0.28, -1.11, -1.23, -0.41, -0.06, 0.28, 0.30, 0.24, 0.32, 0.31, 0.32, 0.28, 0.28]
}


No. 6
{
  "formula": "CH4N2",
  "method": "the ωB97M-V functional and the def2-TZVPD basis",
  "largest_force_ev_per_a": 4.1,
  "gap_ha": 0.3748,
  "e_tot_ev": -4080.8225,
  "e_above_lowest_kcal_mol": 47.50,
  "charge": 0,
  "smiles": "[H]/N=C/N",
  "species": ["H", "N", "C", "N", "H", "H", "H"],
  "coordinates": [[-1.38653, -1.46465, 0.12840], [-0.65924, -0.97344, 0.74977], [0.12050, -0.47175, -0.13673], [0.69166, 0.88064, 0.11480], [0.21554, -0.70789, -1.25540], [0.47036, 1.47236, -0.65367], [0.54772, 1.26472, 1.05283]],
  "forces_ev_per_a": [[1.5677, -0.4855, 1.6410], [-0.8730, -0.4541, -2.7430], [-0.8170, 3.9667, 0.2129], [0.5525, -3.1942, 0.3446], [-0.1976, 0.0120, 1.5991], [0.0806, 0.5246, -0.3026], [-0.3133, -0.3696, -0.7520]],
  "mulliken_charge": [0.24, -0.61, 0.14, -0.52, 0.27, 0.22, 0.26]
}